77
Properties=species:S:1:pos:R:3 method="wB97M-V/def2-TZVPD" e_lumo_ev=0.100 smiles="NC(N)=O.CCO.CCO.CCO.CCO.CCO.CO.CO.CO.CO" total_energy_ha=-1463.2556 e_homo_ev=-9.004 relative_energy_kj_mol=0.00
N 19.57 -10.58 -3.15
C 18.28 -10.79 -3.22
N 17.53 -9.80 -2.77
O 17.71 -11.95 -3.75
H 20.19 -11.41 -3.37
H 19.93 -9.82 -2.62
H 16.52 -9.98 -2.79
H 17.83 -8.89 -2.47
C 23.09 -9.45 -1.94
C 22.11 -8.50 -1.28
O 20.93 -8.38 -2.11
H 23.39 -9.18 -2.95
H 22.62 -10.47 -1.95
H 23.99 -9.51 -1.35
H 22.64 -7.52 -1.25
H 21.74 -8.86 -0.31
H 21.05 -7.56 -2.64
C 19.29 -8.74 0.77
C 18.00 -8.09 1.23
O 17.77 -6.94 0.45
H 19.14 -8.97 -0.29
H 19.66 -9.66 1.26
H 20.12 -8.02 0.86
H 18.24 -7.74 2.29
H 17.16 -8.80 1.26
H 17.99 -6.15 0.97
C 21.89 -12.00 2.98
C 21.98 -10.48 2.71
O 20.87 -9.83 3.37
H 21.03 -12.41 2.47
H 21.73 -12.30 3.96
H 22.80 -12.49 2.59
H 21.96 -10.28 1.68
H 22.88 -9.99 3.12
H 20.94 -8.86 3.25
C 18.38 -16.46 -1.62
C 18.89 -15.02 -1.79
O 18.27 -14.10 -0.98
H 18.88 -16.83 -0.75
H 18.56 -17.10 -2.50
H 17.29 -16.53 -1.43
H 18.84 -14.62 -2.81
H 19.98 -15.03 -1.64
H 18.78 -13.26 -0.89
C 19.92 -15.77 1.76
C 18.68 -15.16 2.44
O 17.64 -15.08 1.52
H 19.74 -16.85 1.62
H 20.72 -15.65 2.42
H 20.18 -15.32 0.80
H 18.86 -14.19 2.76
H 18.34 -15.72 3.38
H 17.97 -14.52 0.81
C 22.55 -12.37 -4.80
O 21.49 -12.58 -3.92
H 23.45 -12.33 -4.22
H 22.32 -11.47 -5.36
H 22.72 -13.18 -5.48
H 20.94 -13.30 -4.28
C 20.83 -12.24 -0.41
O 19.48 -11.80 -0.48
H 21.18 -12.64 -1.39
H 21.14 -12.96 0.34
H 21.50 -11.36 -0.24
H 19.46 -11.29 -1.30
C 16.31 -11.35 0.05
O 15.23 -10.51 -0.28
H 17.30 -10.84 0.16
H 16.40 -12.04 -0.79
H 16.11 -11.85 1.00
H 14.73 -10.60 0.50
C 18.02 -11.83 2.87
O 18.88 -11.85 4.01
H 18.54 -12.20 1.99
H 17.55 -10.90 2.61
H 17.13 -12.47 3.01
H 19.44 -11.10 3.93